1.
The following is a DFT calculation (ωB97M-V/def2-TZVPD) of a molecular structure, C2H4CaO5S at a distorted geometry.

CARTESIAN COORDINATES (ANGSTROEM)
O: -2.4070 -0.4670 -1.4720
C: -1.5338 -0.1280 -0.6750
C: -0.1054 -0.4578 -1.0105
O: 0.8281 0.5283 -0.7231
S: 0.7211 1.2064 0.8394
O: 0.5691 2.5699 0.5561
O: 2.2718 1.0245 1.3955
O: 2.1466 0.4536 2.6930
H: -1.8649 0.3531 0.2445
H: 0.1505 -1.4429 -0.5821
H: -0.0825 -0.5912 -2.0896
H: 2.1484 -0.5048 2.5332
Ca: -2.8418 -2.5442 -1.7093

Cartesian forces, eV/Å:
O -0.6277 -1.0426 -0.0857
C 0.6411 0.5147 0.1278
C 0.3140 0.4756 -0.1598
O 0.3045 -0.1868 0.2020
S 0.4316 -1.1304 1.3259
O -0.3527 1.7600 -0.4481
O -0.3680 -0.3947 -0.8845
O -0.3213 -0.0859 0.2400
H 0.2287 0.4173 0.1656
H -0.1119 -0.1150 0.3593
H 0.0721 0.0091 -0.3024
H 0.3508 0.0638 -0.0294
Ca -0.5613 -0.2850 -0.5107

Calculated values
Total charge: +2
LUMO energy (eV): -10.724
Spin multiplicity: 1
E_HOMO (Eh): -0.613
HOMO-LUMO gap (eV): 5.96

Atom charges from the natural (NBO) analysis, given in e for atoms 1 to 4:
1 O -0.759
2 C 0.497
3 C -0.209
4 O -0.664


2.
The following is a DFT calculation (ωB97M-V/def2-TZVPD) of a molecular structure, C61H80FGeN2O11P2Si2Te2Ti at a distorted geometry.

CARTESIAN COORDINATES (ANGSTROEM)
Ti: 0.7434 1.8029 -0.8299
C: -4.9607 5.7813 1.7326
C: -3.6614 6.5617 1.9007
C: -3.6118 7.1712 3.2954
C: -2.2120 7.6242 3.6731
C: -1.2939 6.4406 3.6232
C: -0.3030 6.2235 4.5453
C: 0.5483 5.1245 4.4065
F: 1.4837 4.9320 5.3557
C: 0.4711 4.2772 3.3440
C: -0.5285 4.4907 2.3786
C: -0.5530 3.6725 1.1654
O: 0.3267 2.7850 1.0039
C: -1.5894 3.9552 0.2358
C: -2.4881 4.9380 0.5348
N: -2.4903 5.6773 1.6536
C: -1.4513 5.5226 2.5611
C: -1.8425 3.2454 -1.0928
O: -2.8080 3.5950 -1.7429
O: -1.0240 2.3009 -1.4027
H: -5.8022 6.4375 1.9583
H: -4.9828 4.9400 2.4274
H: -5.0979 5.3962 0.7246
H: -3.6195 7.3604 1.1546
H: -3.9499 6.4249 4.0203
H: -4.3191 8.0006 3.3233
H: -2.1981 8.0719 4.6668
H: -1.8660 8.3850 2.9656
H: -0.1631 6.9005 5.3786
H: 1.1608 3.4491 3.2597
H: -3.2652 5.1286 -0.1935
C: 4.6930 3.5055 -2.2287
C: 3.9920 3.9371 -0.9476
O: 4.7506 4.8996 -0.2100
P: 3.6967 2.5315 0.1599
O: 5.1235 1.9385 0.5050
O: 3.1581 3.0633 1.5455
O: 2.7870 1.5002 -0.4334
P: 2.3434 4.6770 -1.4080
O: 1.7369 5.0969 0.0503
O: 2.6007 5.8975 -2.1979
O: 1.4897 3.5275 -1.8719
H: 5.6744 3.0806 -2.0154
H: 4.8035 4.3850 -2.8659
H: 4.1005 2.7687 -2.7701
H: 4.7768 5.6898 -0.7678
H: 5.0568 1.0588 0.9025
H: 2.1784 3.0129 1.5679
H: 2.1629 5.9059 0.3551
C: 1.0449 -2.2143 5.9976
Si: -0.1681 -0.8380 5.6254
C: -1.6300 -1.5354 4.6940
C: -0.7642 -0.1030 7.2494
C: 0.6206 0.5076 4.5993
Te: 1.3871 -0.1799 2.7022
C: 3.3183 -0.7266 3.4817
Si: 4.0409 -2.0884 2.4085
C: 5.8313 -2.3725 2.8959
C: 3.9624 -1.5928 0.5999
C: 3.0738 -3.6662 2.6678
H: 0.5730 -2.9861 6.6102
H: 1.9233 -1.8498 6.5362
H: 1.3869 -2.6826 5.0712
H: -2.0769 -2.3759 5.2306
H: -1.3218 -1.8906 3.7074
H: -2.4064 -0.7805 4.5456
H: -1.2383 -0.8606 7.8783
H: -1.4955 0.6901 7.0748
H: 0.0646 0.3294 7.8154
H: 1.4343 1.0287 5.1087
H: -0.1377 1.2603 4.3578
H: 3.1839 -1.0684 4.5093
H: 3.9393 0.1717 3.4956
H: 6.4219 -1.4576 2.8018
H: 6.2943 -3.1313 2.2602
H: 5.9087 -2.7124 3.9314
H: 4.8258 -0.9932 0.2922
H: 3.0610 -1.0281 0.3381
H: 3.9644 -2.4845 -0.0321
H: 3.1530 -4.0275 3.6963
H: 3.4325 -4.4559 2.0035
H: 2.0167 -3.5015 2.4467
C: 1.1835 -1.4300 -3.3076
Ge: 1.2877 0.5401 -3.1483
C: 3.1400 0.5592 -3.9535
C: 3.3665 0.5456 -5.3332
C: 4.6187 0.2768 -5.8703
C: 5.6928 -0.0062 -5.0363
C: 5.4937 -0.0181 -3.6635
C: 4.2359 0.2583 -3.1399
C: 0.0104 1.1275 -4.5654
C: -1.1586 0.4054 -4.6369
C: -2.1386 0.6659 -5.6205
C: -1.9437 1.6437 -6.5516
C: -0.7825 2.4531 -6.4937
C: -0.5706 3.5092 -7.4178
C: 0.5115 4.3328 -7.3078
C: 1.4254 4.1560 -6.2438
C: 1.2542 3.1352 -5.3545
C: 0.1714 2.2218 -5.4706
H: 1.4876 -1.7292 -4.3132
H: 0.1776 -1.7791 -3.0958
H: 1.8608 -1.8857 -2.5805
H: 2.5450 0.7498 -6.0115
H: 4.7537 0.2771 -6.9461
H: 6.6690 -0.2253 -5.4528
H: 6.3170 -0.2532 -2.9971
H: 4.1019 0.2293 -2.0639
H: -1.3400 -0.3926 -3.9230
H: -3.0459 0.0721 -5.6333
H: -2.6793 1.8356 -7.3256
H: -1.2987 3.6581 -8.2084
H: 0.6590 5.1387 -8.0170
H: 2.2592 4.8379 -6.1307
H: 1.9326 3.0214 -4.5182
C: -1.8892 -0.1865 0.7121
C: -0.9154 -0.3935 -0.4452
O: -1.3331 -1.0438 -1.4060
N: 0.3106 0.1403 -0.2945
Te: -0.8299 -3.7872 -0.4830
C: -1.0245 -5.6898 0.4810
C: -0.9561 -5.7706 1.8776
C: -0.7566 -4.5858 2.7938
C: -1.0939 -7.0126 2.5035
C: -1.2977 -8.1773 1.7895
C: -1.4263 -9.5094 2.4784
C: -1.3503 -8.0854 0.4029
C: -1.2088 -6.8744 -0.2600
C: -1.2370 -6.8788 -1.7637
C: -2.7409 -3.8191 -1.3940
C: -3.8884 -3.8375 -0.5857
C: -3.8438 -4.0186 0.9096
C: -5.1415 -3.7310 -1.1813
C: -5.2918 -3.5884 -2.5522
C: -6.6505 -3.4140 -3.1759
C: -4.1481 -3.5879 -3.3331
C: -2.8728 -3.7027 -2.7854
C: -1.7228 -3.7012 -3.7598
H: -2.2962 -1.1545 1.0103
H: -2.7126 0.4274 0.3394
H: -1.4352 0.3077 1.5735
H: -0.5535 -3.6610 2.2585
H: 0.0766 -4.7713 3.4749
H: -1.6497 -4.4258 3.4041
H: -1.0429 -7.0550 3.5879
H: -1.5633 -9.3851 3.5527
H: -0.5322 -10.1176 2.3236
H: -2.2752 -10.0743 2.0895
H: -1.4986 -8.9875 -0.1833
H: -1.2445 -7.9015 -2.1420
H: -0.3645 -6.3616 -2.1669
H: -2.1176 -6.3639 -2.1478
H: -2.9431 -3.5862 1.3438
H: -3.8450 -5.0819 1.1661
H: -4.7146 -3.5552 1.3747
H: -6.0233 -3.7419 -0.5480
H: -7.4440 -3.6034 -2.4528
H: -6.7878 -4.0913 -4.0206
H: -6.7746 -2.3958 -3.5510
H: -4.2387 -3.4818 -4.4104
H: -1.8575 -4.5051 -4.4879
H: -0.7598 -3.8284 -3.2747
H: -1.6914 -2.7572 -4.3072

Cartesian forces, eV/Å:
Ti 0.2884 -3.2800 -1.4394
C -0.0093 0.0126 -0.0180
C -0.0312 0.0006 -0.0305
C 0.0411 -0.0382 0.0099
C -0.0178 0.0095 0.0120
C -0.0464 -0.1269 -0.0881
C 0.0700 -0.0246 0.0283
C -0.0615 0.0900 0.0154
F -0.0021 -0.0053 -0.0085
C 0.0216 -0.0039 0.0419
C 0.0502 -0.1728 -0.0789
C -0.0607 -0.0186 0.0142
O 0.2493 0.6389 0.1486
C -0.0131 0.0856 -0.0774
C -0.0073 -0.0621 0.0373
N 0.0417 0.0650 -0.0479
C -0.0410 0.1345 0.0885
C 0.0930 -0.0138 0.0394
O -0.0489 -0.0174 -0.0295
O -0.2742 0.4120 0.2563
H 0.0004 -0.0017 0.0014
H 0.0033 0.0003 -0.0012
H -0.0220 0.0169 0.0073
H 0.0597 0.0190 0.0198
H -0.0208 0.0139 0.0034
H -0.0195 -0.0118 0.0053
H 0.0004 0.0114 -0.0060
H 0.0100 0.0121 0.0156
H 0.0082 -0.0017 -0.0006
H -0.0295 -0.0146 -0.0221
H -0.0050 -0.0514 0.0229
C 0.0251 -0.0359 -0.0069
C -0.1542 -0.0077 0.1090
O 0.0348 0.0552 -0.0555
P 0.1302 0.1261 0.1022
O 0.0259 0.0569 -0.0941
O 0.0038 -0.0875 -0.0067
O -0.1005 0.4351 0.4259
P -0.1022 0.0852 0.2404
O -0.0371 0.0076 -0.0079
O 0.2412 -0.0661 -0.0908
O -0.0650 0.4657 0.3495
H -0.0011 0.0089 0.0094
H 0.0212 -0.0034 0.0058
H 0.0033 -0.0034 -0.0077
H -0.0206 -0.0060 -0.0111
H 0.0037 -0.0169 -0.0146
H -0.0015 0.0489 -0.0369
H 0.0099 0.0192 -0.0134
C 0.0823 -0.0143 -0.0396
Si -0.0476 -0.0513 0.0285
C -0.0291 0.0075 -0.0721
C 0.0008 0.0273 0.0502
C -0.0321 0.0791 0.0251
Te 0.0523 0.0805 0.1500
C -0.0252 0.0129 -0.0688
Si 0.0379 -0.0217 -0.0287
C 0.0589 -0.0088 0.0116
C -0.0682 0.0629 -0.0069
C -0.0760 -0.0059 0.0090
H -0.0076 -0.0029 -0.0027
H -0.0108 0.0022 0.0138
H -0.0057 -0.0146 -0.0049
H -0.0029 0.0023 0.0050
H -0.0193 0.0100 0.0263
H 0.0023 0.0081 0.0084
H -0.0023 -0.0028 -0.0059
H 0.0008 -0.0025 -0.0037
H 0.0002 -0.0049 -0.0010
H -0.0053 -0.0092 -0.0040
H 0.0341 0.0072 -0.0241
H 0.0100 -0.0401 -0.0121
H 0.0088 -0.0117 0.0324
H -0.0067 0.0021 -0.0030
H -0.0069 -0.0009 -0.0015
H -0.0044 0.0041 -0.0004
H 0.0137 -0.0192 -0.0057
H 0.0005 -0.0369 -0.0038
H 0.0452 0.0051 -0.0103
H 0.0058 0.0081 0.0031
H 0.0139 0.0011 0.0063
H 0.0005 -0.0195 -0.0109
C -0.1544 -0.0574 0.1495
Ge 0.1420 0.3981 -0.0202
C -0.0097 -0.0652 -0.0743
C -0.0658 0.1349 0.0137
C 0.0433 0.0097 0.0050
C -0.0219 0.0027 -0.0159
C -0.0175 0.0141 0.0092
C -0.0137 -0.0322 0.0301
C -0.0604 -0.1249 -0.0260
C 0.0584 -0.0589 -0.1240
C -0.0106 -0.0065 0.0369
C 0.0199 0.0232 0.0059
C -0.0575 0.0063 -0.0314
C -0.0108 -0.0134 0.0164
C 0.0100 0.0078 0.0442
C 0.0072 0.0116 -0.0497
C 0.0281 -0.0933 0.0124
C 0.0471 0.1053 0.1254
H 0.0071 0.0036 -0.0020
H 0.0350 -0.0157 0.0379
H 0.0116 0.0119 -0.0058
H -0.0206 -0.0072 0.0054
H 0.0007 0.0093 0.0005
H 0.0007 0.0069 0.0002
H 0.0010 0.0131 0.0022
H -0.0170 -0.0363 0.0283
H -0.0030 0.0460 -0.0086
H -0.0015 -0.0013 -0.0131
H 0.0031 -0.0061 -0.0011
H -0.0014 -0.0002 -0.0012
H -0.0009 0.0000 -0.0004
H -0.0183 0.0142 0.0283
H 0.0290 -0.0235 -0.0316
C 0.0340 0.0551 0.0716
C -0.0545 -0.2143 0.4082
O 0.0709 -0.0080 -0.2414
N -0.2950 1.1201 -0.3315
Te 0.1594 -0.1212 -0.0745
C 0.0117 -0.0250 0.1163
C 0.0003 -0.0096 0.0287
C -0.0044 -0.0163 -0.0169
C -0.0035 0.0264 0.0062
C 0.0059 -0.0032 -0.0159
C -0.0029 0.0027 -0.0048
C -0.0277 -0.0184 0.0022
C 0.0486 0.0555 -0.0093
C 0.0257 0.0143 -0.0039
C -0.1382 0.0683 0.0395
C 0.0282 -0.1072 0.0094
C 0.0013 0.0169 -0.0284
C -0.0058 0.0318 -0.0221
C -0.0092 -0.0025 0.0161
C 0.0096 0.0086 -0.0110
C 0.0148 -0.0255 0.0206
C -0.0196 -0.0087 -0.0047
C -0.0242 0.0275 0.0614
H -0.0157 -0.0083 -0.0053
H -0.0094 -0.0113 -0.0037
H 0.0269 0.0117 -0.0189
H 0.0068 -0.0087 -0.0036
H -0.0072 -0.0076 0.0188
H 0.0088 -0.0138 0.0012
H 0.0047 -0.0026 -0.0010
H -0.0003 -0.0010 0.0001
H 0.0003 0.0013 0.0007
H -0.0011 0.0025 0.0024
H 0.0047 0.0006 0.0017
H -0.0019 0.0084 -0.0043
H -0.0142 0.0237 -0.0119
H -0.0447 0.0485 -0.0183
H -0.0278 0.0450 -0.0005
H 0.0278 0.0150 0.0160
H -0.0184 -0.0149 -0.0030
H -0.0002 0.0006 0.0002
H -0.0030 -0.0066 -0.0013
H -0.0044 -0.0030 0.0020
H -0.0048 0.0009 0.0035
H -0.0027 -0.0048 0.0005
H 0.0147 0.0129 -0.0153
H 0.0050 -0.0351 -0.0071
H 0.0097 -0.0098 0.0096

Calculated values
Total charge: -1
LUMO energy (eV): 1.229
Spin multiplicity: 1
E_HOMO (Eh): -0.152
ΔE to the lowest compared entry with this formula, charge and spin (kcal per mole): 17.59
HOMO-LUMO gap (eV): 5.37

Atom charges from the Mulliken analysis, given in e for atoms 1 to 4:
1 Ti -1.066
2 C -1.475
3 C 0.154
4 C -1.003


3.
The following is a DFT calculation (ωB97M-V/def2-TZVPD) of a molecular structure, C18H19CaNO5PSe2 at a distorted geometry.

CARTESIAN COORDINATES (ANGSTROEM)
Ca: 1.8309 -0.0937 1.9704
O: 1.2969 -1.9351 0.8473
C: 0.4653 -2.8701 1.5111
C: 0.9422 -2.9228 2.9615
N: 1.1176 -1.5684 3.4859
C: 2.2586 -1.4948 4.4081
C: 3.5854 -1.5367 3.5942
O: 4.4765 -2.2905 3.9718
O: 3.6092 -0.7512 2.5848
C: -0.0942 -0.9639 4.0336
C: 0.0646 0.5854 4.1382
O: -0.6747 1.1759 4.9156
O: 0.9544 1.0868 3.3703
H: 1.1111 -1.9205 -0.1172
H: 0.5617 -3.8642 1.0651
H: -0.5859 -2.5624 1.4589
H: 1.9175 -3.4126 2.9767
H: 0.2434 -3.5135 3.5676
H: 2.2485 -2.2993 5.1501
H: 2.2318 -0.5358 4.9280
H: -0.3696 -1.3665 5.0151
H: -0.9275 -1.1357 3.3459
Se: -0.3065 0.9517 0.5707
P: -0.2175 0.4506 -1.5279
Se: 0.8872 -1.2953 -2.1313
C: -1.9385 0.2475 -2.1591
C: -2.1495 -0.3102 -3.4176
C: -3.4376 -0.5453 -3.8710
C: -4.5274 -0.2302 -3.0711
C: -4.3232 0.3361 -1.8226
C: -3.0334 0.5738 -1.3670
C: 0.4261 1.8823 -2.4831
C: 0.5633 3.1269 -1.8791
C: 1.0654 4.2010 -2.6008
C: 1.4333 4.0370 -3.9275
C: 1.3033 2.7937 -4.5309
C: 0.8075 1.7183 -3.8113
H: -1.3002 -0.5857 -4.0288
H: -3.5883 -0.9957 -4.8447
H: -5.5331 -0.4334 -3.4187
H: -5.1676 0.5853 -1.1917
H: -2.8660 1.0045 -0.3887
H: 0.2831 3.2435 -0.8401
H: 1.1791 5.1640 -2.1184
H: 1.8288 4.8741 -4.4898
H: 1.6063 2.6548 -5.5615
H: 0.7416 0.7403 -4.2710

Cartesian forces, eV/Å:
Ca -0.0748 1.5702 -3.5072
O -0.1060 -1.2184 -0.0261
C -0.0277 -0.0467 0.3353
C -0.0139 0.0315 -0.3592
N -0.5062 -0.9892 1.2171
C 0.3122 -0.0822 -0.0811
C 0.4065 -0.4732 0.5450
O -0.1537 0.1358 -0.0228
O 2.5385 -0.9233 1.0103
C 0.0216 0.3789 0.0147
C -0.4303 -0.0073 0.5374
O 0.0698 -0.1230 -0.1124
O -0.9883 1.1661 1.7083
H -0.0757 0.0636 -0.1272
H -0.0639 0.0127 -0.0322
H 0.0329 0.0589 -0.0890
H -0.0182 -0.0226 0.0452
H 0.0506 -0.0189 0.0487
H -0.0104 -0.0077 -0.0192
H -0.0643 -0.0086 0.0209
H 0.0160 -0.0156 -0.0091
H 0.0142 -0.0623 0.0092
Se -0.7570 0.5236 -0.7653
P -0.2746 -0.0027 -0.0685
Se 0.0553 0.0188 -0.4104
C 0.0842 -0.0213 0.1285
C -0.0246 0.0433 -0.0007
C 0.0477 -0.0174 -0.0565
C -0.0436 0.0191 0.0172
C -0.0269 0.0041 -0.0047
C 0.0550 0.0649 -0.0492
C 0.0076 -0.0444 0.1969
C -0.0647 0.0059 -0.0438
C 0.0162 0.0185 -0.0200
C -0.0038 0.0410 0.0131
C 0.0022 -0.0340 -0.0468
C -0.0060 0.0105 -0.0316
H 0.0033 -0.0582 0.0067
H -0.0079 0.0207 0.0014
H 0.0064 0.0137 -0.0042
H 0.0040 -0.0056 -0.0088
H -0.0132 -0.0214 0.0280
H 0.0068 0.0022 0.0035
H -0.0105 0.0003 -0.0094
H 0.0076 -0.0055 0.0054
H -0.0143 0.0090 0.0018
H 0.0218 -0.0037 0.0109

Calculated values
Total charge: -1
LUMO energy (eV): 2.453
Spin multiplicity: 1
E_HOMO (Eh): -0.203
HOMO-LUMO gap (eV): 7.99

Atom charges from the natural (NBO) analysis, given in e for atoms 1 to 4:
1 Ca 1.757
2 O -0.843
3 C -0.072
4 C -0.239